This record from the Open Molecules 2025 dataset describes C5H8O2 as an isolated structure in a non-equilibrium geometry. The level of theory is ωB97M-V with the def2-TZVPD basis set.

Structure (XYZ):
```
15
Properties=species:S:1:pos:R:3:forces:R:3
O -0.104 -1.805 0.233 -0.12 3.38 -0.02
O -2.467 -1.013 -0.166 -0.01 -5.29 -0.24
C -0.229 -0.531 0.231 2.09 -5.00 0.43
C 0.976 0.351 0.424 -0.17 -2.46 4.63
C -1.566 -0.065 0.014 -0.45 0.56 -0.65
C 2.130 -0.075 -0.417 -1.59 -6.49 2.15
C -1.956 1.212 -0.065 4.24 2.17 0.54
H 2.612 -1.291 -0.611 -2.55 2.73 1.40
H -2.006 -2.161 -0.203 -0.93 5.66 0.55
H -1.181 2.166 -0.054 -2.38 -2.84 0.14
H 2.944 0.219 -0.008 5.53 3.19 1.70
H -2.973 1.344 -0.026 -2.23 0.90 -0.39
H 1.884 0.082 -1.329 -0.61 2.00 -6.34
H 0.563 1.324 0.287 0.82 1.11 -0.21
H 1.374 0.244 1.689 -1.63 0.40 -3.70
```
Positions in Å, forces in eV/Å.

## Properties
Highest occupied orbital energy ... -9.181 eV
HOMO-LUMO gap ... 9.018 eV
ΔE to the lowest compared entry with this formula, charge and spin ... 117.4 kcal/mol

=====

This record from the Open Molecules 2025 dataset describes a 4-piece molecular cluster, C26H33IN2O12S2 overall. The level of theory is ωB97M-V with the def2-TZVPD basis set.

Structure (XYZ):
```
76
Properties=species:S:1:pos:R:3:forces:R:3
I -5.976 -0.951 0.346 -0.05 -0.08 -0.06
S 2.949 -2.496 2.927 -0.40 -0.27 0.23
S 3.303 -4.060 0.401 -0.27 -0.24 -0.11
O 0.253 1.150 4.259 0.17 -0.20 0.22
O -6.066 1.717 -3.423 0.03 0.01 -0.07
O 4.008 -1.180 -1.164 -0.06 0.06 -0.04
O -6.723 -0.207 -4.392 -0.04 0.06 -0.06
O 2.861 3.854 2.005 0.10 0.02 -0.04
O -4.029 1.441 3.427 -0.33 -0.10 0.00
O 4.110 0.705 -2.336 -0.09 -0.04 0.15
O -1.995 0.961 4.246 -0.01 0.58 0.02
O 3.244 5.891 1.198 -0.02 -0.03 -0.04
O 4.006 4.090 0.075 0.06 -0.04 -0.05
O -4.935 0.857 -5.173 0.04 -0.04 0.00
O 2.316 0.296 -1.027 -0.09 0.01 0.01
N 2.634 -5.130 2.733 0.25 0.09 0.12
N 2.809 -6.754 4.226 -0.11 0.00 -0.10
C 5.423 0.115 -2.416 0.14 -0.05 -0.12
C -2.891 0.524 0.596 0.24 0.51 -0.01
C 5.111 -1.327 -2.064 0.10 0.01 0.01
C -2.923 1.078 3.207 0.29 -0.30 0.02
C 2.504 4.771 3.058 -0.15 0.04 0.10
C 3.374 -0.021 -1.466 0.17 0.08 -0.17
C -4.952 -0.428 -5.808 0.02 0.01 -0.05
C 0.746 -1.208 1.805 -0.16 0.25 0.09
C 6.034 0.340 -3.773 -0.19 0.08 -0.12
C -0.751 0.912 3.667 -0.14 -0.19 -0.29
C 3.384 -5.694 3.728 -0.07 -0.05 0.14
C 3.429 4.561 0.998 -0.08 0.02 0.12
C 2.306 6.047 2.268 0.01 0.05 0.03
C -6.649 -2.329 -5.571 -0.03 -0.02 0.23
C -4.063 1.481 0.305 0.02 -0.02 -0.15
C 1.495 -5.896 2.607 0.05 -0.25 0.05
C -6.399 -0.847 -5.642 0.03 -0.15 -0.04
C -2.227 0.718 1.928 0.11 -0.10 0.03
C 1.626 -6.884 3.537 -0.06 0.07 -0.15
C 2.267 -1.291 1.757 0.36 0.00 -0.19
C -5.925 0.874 -4.249 -0.06 0.00 0.04
C 2.951 -3.972 1.973 0.09 0.21 -0.15
C -5.238 0.876 -0.461 0.10 0.70 0.00
C 0.236 0.201 1.380 -0.02 -0.47 0.01
C 1.306 4.278 3.824 -0.06 -0.20 -0.13
C -0.927 0.594 2.221 -0.09 0.09 -0.17
H 7.036 -0.089 -3.810 0.00 -0.01 0.02
H 0.926 -7.685 3.718 0.10 0.02 0.12
H 6.102 1.405 -3.988 0.06 0.00 0.05
H -5.013 0.759 -1.518 0.00 -0.43 0.13
H 0.394 -1.425 2.816 0.10 -0.02 0.02
H -6.029 -2.787 -4.799 0.04 0.01 -0.02
H 1.058 0.909 1.509 -0.17 0.15 -0.08
H -7.690 -2.529 -5.322 -0.02 0.01 -0.07
H -4.429 1.967 1.205 0.00 -0.22 0.08
H 0.727 -5.690 1.879 0.12 0.09 0.03
H -6.078 1.566 -0.416 -0.01 -0.12 -0.01
H 2.627 -1.568 0.768 0.05 0.14 0.08
H -2.114 0.710 -0.151 -0.07 -0.25 -0.04
H 5.927 -1.849 -1.572 -0.07 0.02 0.12
H 4.343 -5.302 4.032 -0.07 0.07 -0.08
H 1.062 4.966 4.633 0.02 0.02 -0.01
H -7.021 -0.387 -6.415 0.01 0.03 0.01
H 2.527 6.952 2.829 0.11 0.01 -0.06
H 0.441 4.185 3.165 0.00 0.06 -0.01
H 3.371 4.862 3.720 0.03 0.00 -0.03
H -0.049 0.166 0.329 0.16 0.25 0.04
H -3.679 2.280 -0.339 -0.09 0.04 0.08
H 0.305 -1.960 1.147 0.04 -0.05 0.09
H -3.192 -0.521 0.491 -0.08 0.03 0.12
H 1.301 6.114 1.844 -0.03 -0.03 0.05
H 6.037 0.574 -1.636 -0.04 0.01 0.02
H -4.270 -1.090 -5.269 -0.03 -0.05 -0.01
H 5.422 -0.118 -4.551 0.01 -0.05 0.01
H 1.500 3.295 4.249 0.02 0.03 0.06
H -4.634 -0.337 -6.843 -0.01 0.13 0.01
H 4.779 -1.900 -2.933 0.02 0.03 -0.03
H -6.424 -2.795 -6.530 0.00 0.01 -0.01
H 2.721 -0.335 2.026 -0.01 -0.06 0.04
```
Positions in Å, forces in eV/Å.

## Properties
Highest occupied orbital energy ... -8.966 eV
HOMO-LUMO gap ... 8.208 eV
Structure (SMILES) ... O=C1OC(=O)C(CCCSC(=S)n2ccnc2)=C1CCCI.C[C@@H]1COC(=O)O1.C[C@@H]1COC(=O)O1.C[C@@H]1COC(=O)O1

=====

This record from the Open Molecules 2025 dataset describes an isolated ion of composition C7H11N2O2 and charge +1 in a non-equilibrium geometry. The level of theory is ωB97M-V with the def2-TZVPD basis set.

Structure (XYZ):
```
22
Properties=species:S:1:pos:R:3:forces:R:3
O 0.215 -1.949 0.158 -2.57 2.78 2.19
O -2.561 0.482 0.203 -0.78 1.48 -0.85
N -0.227 0.303 0.858 -2.24 0.20 -2.63
N 1.982 -0.393 0.311 -1.99 0.02 -0.11
C 1.811 0.970 0.209 -2.10 -0.38 1.80
C -1.438 -0.058 0.400 3.94 -3.72 1.31
C 0.575 1.426 0.714 1.93 2.64 -2.98
C 2.346 -1.258 -0.815 2.93 0.44 0.20
C 0.740 -0.801 0.831 -0.44 -3.09 2.88
C -2.555 1.843 -0.424 1.69 -0.66 1.85
C -1.217 -1.615 0.197 -1.28 0.02 -0.98
H -3.075 2.542 0.150 -2.01 0.43 0.73
H 0.055 2.369 0.317 1.56 -1.26 1.47
H -2.726 1.808 -1.448 -0.84 -0.45 -1.57
H -1.456 -1.767 -0.831 -0.93 -0.22 -0.83
H 2.087 -2.285 -0.535 0.27 0.52 -0.70
H -1.586 2.226 -0.252 1.20 0.16 -0.37
H 2.012 -0.867 -1.751 -1.07 -0.27 -0.68
H -1.947 -2.225 0.786 1.21 0.26 0.06
H 2.720 1.371 -0.070 1.18 2.17 -0.86
H 3.436 -1.166 -0.931 -0.12 -0.37 0.27
H 0.810 -0.958 1.924 0.45 -0.70 -0.21
```
Positions in Å, forces in eV/Å.

## Properties
Total charge ... +1
Highest occupied orbital energy (spin up / spin down) ... -12.563 / -12.562 eV
HOMO-LUMO gap (spin up / spin down) ... 8.397 / 8.396 eV
Structure (SMILES) ... COC1=[N+]2C=CN(C)[C@@H]2OC1
ΔE to the lowest compared entry with this formula, charge and spin ... 87.6 kcal/mol